Formula: C52H78O39
Source: the OMol25 dataset
Level of theory: wB97M-V/def2-TZVPD

Last columns: bonded neighbours and bond lengths (Å).
Geometry (Å):
1 C -2.1432 2.6149 -9.8435  C2 1.538, H8 1.090, H9 1.090, H10 1.090
2 C -1.5286 3.3836 -8.6617  C1 1.538, C3 1.485, O7 1.440, H11 1.090
3 C -2.4704 3.7212 -7.5641  C2 1.485, O4 1.459, H12 1.090, H13 1.090
4 O -1.6726 3.3376 -6.4049  C3 1.459, C5 1.349
5 C -0.5174 2.7158 -6.7201  O4 1.349, O6 1.241, O7 1.291
6 O 0.4960 2.4765 -6.0441  C5 1.241
7 O -0.5029 2.6145 -8.0066  C2 1.440, C5 1.291
8 H -1.4536 2.4876 -10.6780  C1 1.090
9 H -2.9454 3.0449 -10.4433  C1 1.090
10 H -2.7018 1.7263 -9.5498  C1 1.090
11 H -0.9385 4.2289 -9.0158  C2 1.090
12 H -3.4268 3.1999 -7.6035  C3 1.090
13 H -2.8262 4.7510 -7.5287  C3 1.090
14 C -8.6894 2.7240 -5.2161  C15 1.537, H21 1.090, H22 1.090, H23 1.090
15 C -8.3109 1.3715 -4.5920  C14 1.537, C16 1.552, O20 1.442, H24 1.090
16 C -7.4771 0.6651 -5.6939  C15 1.552, O17 1.427, H25 1.090, H26 1.090
17 O -6.2691 0.2341 -5.0676  C16 1.427, C18 1.408
18 C -6.2444 0.8897 -3.8219  O17 1.408, O19 1.211, O20 1.395
19 O -5.2361 0.8961 -3.1507  C18 1.211
20 O -7.3101 1.7694 -3.6327  C15 1.442, C18 1.395
21 H -9.5427 2.6116 -5.8850  C14 1.090
22 H -7.9685 3.2823 -5.8133  C14 1.090
23 H -9.0272 3.3955 -4.4268  C14 1.090
24 H -9.1545 0.8621 -4.1262  C15 1.090
25 H -7.0229 1.3169 -6.4402  C16 1.090
26 H -7.9383 -0.1203 -6.2927  C16 1.090
27 C 8.3356 -5.8113 7.5916  C28 1.511, H34 1.090, H35 1.090, H36 1.090
28 C 7.6007 -4.5198 7.3160  C27 1.511, C29 1.521, O33 1.432, H37 1.090
29 C 8.4494 -3.2619 7.4214  C28 1.521, O30 1.416, H38 1.090, H39 1.090
30 O 8.1563 -2.4040 6.3339  C29 1.416, C31 1.323
31 C 7.3400 -3.0848 5.5469  O30 1.323, O32 1.259, O33 1.324
32 O 6.5665 -2.5329 4.7202  C31 1.259
33 O 7.3950 -4.3576 5.9084  C28 1.432, C31 1.324
34 H 9.3312 -6.0748 7.2347  C27 1.090
35 H 7.6815 -6.5572 7.1401  C27 1.090
36 H 8.1904 -6.0809 8.6377  C27 1.090
37 H 6.7153 -4.3834 7.9369  C28 1.090
38 H 9.5102 -3.3391 7.6601  C29 1.090
39 H 8.2002 -2.7198 8.3337  C29 1.090
40 C 6.6880 6.7666 2.7112  C41 1.600, H47 1.090, H48 1.090, H49 1.090
41 C 6.5183 5.2355 2.2774  C40 1.600, C42 1.504, O46 1.430, H50 1.090
42 C 5.3961 4.6016 3.0517  C41 1.504, O43 1.416, H51 1.090, H52 1.090
43 O 4.5195 4.0502 2.0855  C42 1.416, C44 1.385
44 C 5.0280 4.3825 0.8406  O43 1.385, O45 1.225, O46 1.297
45 O 4.4642 4.2004 -0.2315  C44 1.225
46 O 6.1093 5.0956 0.9147  C41 1.430, C44 1.297
47 H 7.7147 7.1318 2.6850  C40 1.090
48 H 6.3174 6.9309 3.7230  C40 1.090
49 H 6.0393 7.4656 2.1833  C40 1.090
50 H 7.4020 4.6483 2.5273  C41 1.090
51 H 4.9196 5.3328 3.7047  C42 1.090
52 H 5.7032 3.8232 3.7502  C42 1.090
53 C 2.2917 11.0356 2.1468  C54 1.517, H60 1.090, H61 1.090, H62 1.090
54 C 2.2667 10.5206 3.5735  C53 1.517, C55 1.554, O59 1.420, H63 1.090
55 C 0.9852 10.6680 4.4392  C54 1.554, O56 1.411, H64 1.090, H65 1.090
56 O 0.4717 9.3535 4.4354  C55 1.411, C57 1.362
57 C 1.3222 8.4513 3.8725  O56 1.362, O58 1.194, O59 1.292
58 O 1.0972 7.2928 3.6889  C57 1.194
59 O 2.2718 9.1245 3.3120  C54 1.420, C57 1.292
60 H 1.3559 10.7956 1.6420  C53 1.090
61 H 3.0544 10.6204 1.4881  C53 1.090
62 H 2.4522 12.1124 2.0931  C53 1.090
63 H 3.1460 10.8871 4.1032  C54 1.090
64 H 0.3683 11.4277 3.9593  C55 1.090
65 H 1.2152 10.9680 5.4616  C55 1.090
66 C -4.9732 1.8966 4.1758  C67 1.539, H73 1.090, H74 1.090, H75 1.090
67 C -6.1213 1.0470 3.6019  C66 1.539, C68 1.591, O72 1.370, H76 1.090
68 C -5.7472 0.1210 2.3639  C67 1.591, O69 1.396, H77 1.090, H78 1.090
69 O -6.3611 -1.0988 2.6557  C68 1.396, C70 1.398
70 C -6.8585 -1.0461 3.9612  O69 1.398, O71 1.197, O72 1.354
71 O -7.4947 -1.9513 4.4184  C70 1.197
72 O -6.6248 0.1648 4.5209  C67 1.370, C70 1.354
73 H -4.1006 1.3758 4.5699  C66 1.090
74 H -5.3420 2.6300 4.8929  C66 1.090
75 H -4.7136 2.6045 3.3887  C66 1.090
76 H -6.9660 1.6409 3.2528  C67 1.090
77 H -4.6717 0.1597 2.1916  C68 1.090
78 H -6.0297 0.7600 1.5273  C68 1.090
79 C -4.8425 -6.8789 5.8036  C80 1.536, H86 1.090, H87 1.090, H88 1.090
80 C -4.1035 -5.8005 6.6098  C79 1.536, C81 1.515, O85 1.395, H89 1.090
81 C -2.7164 -6.1543 7.1067  C80 1.515, O82 1.357, H90 1.090, H91 1.090
82 O -1.8865 -5.1686 6.6803  C81 1.357, C83 1.314
83 C -2.4288 -4.6107 5.6217  O82 1.314, O84 1.214, O85 1.364
84 O -1.8937 -3.7179 4.9971  C83 1.214
85 O -3.7642 -4.8873 5.6115  C80 1.395, C83 1.364
86 H -4.1363 -7.5539 5.3200  C79 1.090
87 H -5.3129 -6.3474 4.9764  C79 1.090
88 H -5.5498 -7.4336 6.4202  C79 1.090
89 H -4.7051 -5.3219 7.3825  C80 1.090
90 H -2.5129 -7.1793 6.7968  C81 1.090
91 H -2.8107 -6.2042 8.1914  C81 1.090
92 C -4.8909 -5.7112 -1.1812  C93 1.577, H99 1.090, H100 1.090, H101 1.090
93 C -5.1919 -7.1904 -1.6390  C92 1.577, C94 1.562, O98 1.397, H102 1.090
94 C -3.9496 -8.1366 -1.6852  C93 1.562, O95 1.451, H103 1.090, H104 1.090
95 O -4.3376 -9.3085 -0.9223  C94 1.451, C96 1.357
96 C -5.4547 -8.9929 -0.2201  O95 1.357, O97 1.214, O98 1.327
97 O -6.0014 -9.7332 0.5721  C96 1.214
98 O -5.9693 -7.8657 -0.6954  C93 1.397, C96 1.327
99 H -4.2376 -5.7334 -0.3089  C92 1.090
100 H -5.7264 -5.1784 -0.7271  C92 1.090
101 H -4.4163 -5.0950 -1.9448  C92 1.090
102 H -5.5898 -7.4892 -2.6088  C93 1.090
103 H -3.0183 -7.6339 -1.4240  C94 1.090
104 H -3.6427 -8.3786 -2.7028  C94 1.090
105 C 0.7570 -2.5554 -7.4579  C106 1.558, H112 1.090, H113 1.090, H114 1.090
106 C 0.3358 -3.3428 -6.1813  C105 1.558, C107 1.532, O111 1.362, H115 1.090
107 C -1.1451 -3.5237 -5.8332  C106 1.532, O108 1.464, H116 1.090, H117 1.090
108 O -1.1897 -4.9858 -5.7817  C107 1.464, C109 1.297
109 C -0.0024 -5.5010 -5.6949  O108 1.297, O110 1.237, O111 1.322
110 O 0.1929 -6.6817 -5.3802  C109 1.237
111 O 0.8675 -4.5944 -6.1068  C106 1.362, C109 1.322
112 H 1.1962 -3.1460 -8.2619  C105 1.090
113 H 1.7466 -2.1626 -7.2241  C105 1.090
114 H 0.1397 -1.6813 -7.6652  C105 1.090
115 H 0.8335 -2.7709 -5.3981  C106 1.090
116 H -1.7778 -3.0838 -6.6041  C107 1.090
117 H -1.5096 -3.0914 -4.9014  C107 1.090
118 C -3.3622 6.9737 -2.5747  C119 1.556, H125 1.090, H126 1.090, H127 1.090
119 C -2.4970 8.2150 -2.2126  C118 1.556, C120 1.526, O124 1.403, H128 1.090
120 C -2.3995 9.2478 -3.3314  C119 1.526, O121 1.425, H129 1.090, H130 1.090
121 O -2.6350 10.4375 -2.5830  C120 1.425, C122 1.371
122 C -3.2814 10.2224 -1.3933  O121 1.371, O123 1.255, O124 1.374
123 O -3.7072 11.0424 -0.5445  C122 1.255
124 O -3.2085 8.8650 -1.1924  C119 1.403, C122 1.374
125 H -3.6589 6.9214 -3.6222  C118 1.090
126 H -4.3179 7.1151 -2.0701  C118 1.090
127 H -3.0126 5.9887 -2.2652  C118 1.090
128 H -1.4941 8.0928 -1.8034  C119 1.090
129 H -3.1510 9.0839 -4.1038  C120 1.090
130 H -1.4060 9.3558 -3.7664  C120 1.090
131 C 9.2759 1.2466 -1.4610  C132 1.546, H138 1.090, H139 1.090, H140 1.090
132 C 8.6000 1.0533 -2.8383  C131 1.546, C133 1.543, O137 1.409, H141 1.090
133 C 7.1988 0.4134 -2.7535  C132 1.543, O134 1.481, H142 1.090, H143 1.090
134 O 6.5375 1.0540 -3.9132  C133 1.481, C135 1.281
135 C 7.1676 2.0965 -4.3111  O134 1.281, O136 1.233, O137 1.383
136 O 6.7954 2.9046 -5.1643  C135 1.233
137 O 8.3853 2.1782 -3.6597  C132 1.409, C135 1.383
138 H 9.2439 0.2632 -0.9919  C131 1.090
139 H 8.6796 2.0020 -0.9492  C131 1.090
140 H 10.3348 1.5036 -1.4880  C131 1.090
141 H 9.2090 0.3304 -3.3811  C132 1.090
142 H 6.5187 0.6565 -1.9371  C133 1.090
143 H 7.0777 -0.6558 -2.9274  C133 1.090
144 C -0.2372 0.7231 0.5939  C145 1.578, H151 1.090, H152 1.090, H153 1.090
145 C 0.7147 -0.2451 -0.2096  C144 1.578, C146 1.494, O150 1.431, H154 1.090
146 C 1.7644 -0.8955 0.6313  C145 1.494, O147 1.419, H155 1.090, H156 1.090
147 O 1.3758 -2.2515 0.7842  C146 1.419, C148 1.320
148 C 0.4894 -2.5742 -0.1385  O147 1.320, O149 1.224, O150 1.380
149 O 0.0936 -3.6610 -0.5392  C148 1.224
150 O 0.1051 -1.4104 -0.7733  C145 1.431, C148 1.380
151 H -1.0873 0.9375 -0.0538  C144 1.090
152 H 0.2384 1.6375 0.9487  C144 1.090
153 H -0.5110 0.1080 1.4511  C144 1.090
154 H 1.1699 0.1694 -1.1091  C145 1.090
155 H 1.8844 -0.3784 1.5833  C146 1.090
156 H 2.7351 -0.9016 0.1356  C146 1.090
157 C 2.7953 -7.3725 3.9798  C158 1.581, H164 1.090, H165 1.090, H166 1.090
158 C 2.5086 -8.8885 3.6368  C157 1.581, C159 1.559, O163 1.450, H167 1.090
159 C 1.0713 -9.2241 3.1360  C158 1.559, O160 1.377, H168 1.090, H169 1.090
160 O 1.3063 -9.9295 1.9771  C159 1.377, C161 1.316
161 C 2.5740 -9.8819 1.6286  O160 1.316, O162 1.264, O163 1.291
162 O 2.9853 -10.2919 0.5061  C161 1.264
163 O 3.3245 -9.3336 2.5239  C158 1.450, C161 1.291
164 H 2.8072 -6.6168 3.1943  C157 1.090
165 H 3.8059 -7.3001 4.3815  C157 1.090
166 H 2.1523 -6.9289 4.7400  C157 1.090
167 H 2.8117 -9.4562 4.5165  C158 1.090
168 H 0.6633 -8.2394 2.9079  C159 1.090
169 H 0.4473 -9.8750 3.7484  C159 1.090

Computed properties:
Energy in eV: -135034.731
Frontier orbital gap in eV: 9.90
Spin multiplicity: 1
Strongest force on any atom in eV/A: 6.9

Atomic partial charges in e from the Löwdin method, atoms 1 to 5:
1. C -0.02
2. C -0.29
3. C -0.07
4. O 0.06
5. C -0.56